{"formula": "C10H16", "method": "the ωB97M-V functional and the def2-TZVPD basis", "homo_lumo_gap_ha": 0.36127, "lumo_energy_ev": 1.0, "molar_mass_da": 136.238, "energy_ha": -390.536084, "fmax_ev_per_a": 5.4, "e_above_lowest_kj_mol": 262.0, "homo_ev": -8.87, "symbols": ["C", "C", "C", "C", "C", "C", "C", "H", "H", "H", "H", "H", "H", "H", "H", "C", "C", "C", "H", "H", "H", "H", "H", "H", "H", "H"], "xyz": [[1.8343, -1.1807, -1.7158], [-2.0440, -1.9016, 0.0324], [-0.8074, -2.2164, 0.7319], [-1.9063, -1.4407, -1.3336], [0.3649, -1.9139, 0.1441], [-0.6679, -1.3233, -1.9325], [0.4536, -1.4702, -1.1146], [-2.9586, -2.1466, 0.4162], [-0.9400, -2.7195, 1.6248], [-2.7295, -1.4830, -2.0556], [1.3447, -2.0517, 0.7348], [-0.5499, -1.2546, -2.9833], [1.5363, -0.6379, -2.7644], [2.2486, -2.1383, -1.9331], [2.5938, -0.6892, -1.2002], [0.0443, 1.5879, 1.1038], [1.2350, 2.0412, 1.9548], [-0.7345, 2.8265, 0.4363], [0.4484, 1.1095, 0.2578], [-0.4815, 1.0817, 1.9425], [1.5717, 1.2163, 2.6868], [-1.2689, 3.5042, 1.0491], [-0.0299, 3.4427, -0.1505], [1.0325, 2.8419, 2.7874], [2.1609, 2.4035, 1.3050], [-1.7508, 2.5119, -0.0239]]}


{"formula": "C24H32ClF9N3O", "method": "the ωB97M-V functional and the def2-TZVPD basis", "homo_lumo_gap_ha": [0.31930, 0.34209], "lumo_energy_ev": [-0.1, -0.1], "molar_mass_da": 584.975, "multiplicity": 2, "energy_ha": -2531.876429, "fmax_ev_per_a": 6.9, "homo_ev": [-8.74, -9.36], "symbols": ["C", "C", "F", "C", "C", "N", "C", "C", "C", "C", "F", "F", "C", "F", "F", "F", "C", "Cl", "C", "N", "C", "C", "C", "F", "C", "F", "F", "H", "H", "H", "H", "H", "H", "H", "H", "H", "H", "H", "H", "H", "H", "C", "C", "C", "C", "C", "C", "N", "O", "C", "C", "C", "H", "H", "H", "H", "H", "H", "H", "H", "H", "H", "H", "H", "H", "H", "H", "H", "H", "H"], "xyz": [[0.7877, 0.3977, 3.1082], [0.1599, -0.3208, 1.8212], [0.9863, -0.1305, 0.6214], [-1.3622, 0.0364, 1.4820], [-1.7551, -0.9892, 0.2685], [-1.9910, -1.6723, -0.7076], [-1.6798, 1.5003, 0.9316], [-0.5169, 2.5789, 0.8569], [-0.8956, 3.8960, 1.7488], [0.4856, 4.6639, 2.1444], [0.9592, 4.0283, 3.3522], [1.4652, 4.6016, 1.0856], [0.2137, 6.2130, 2.4858], [1.4559, 6.9295, 2.4301], [-0.4414, 6.3849, 3.7569], [-0.6488, 6.8550, 1.5211], [-2.4201, -0.3857, 2.6661], [-2.1764, -2.1196, 3.2557], [-3.8765, -0.3919, 1.9379], [-4.9372, -0.1731, 1.3853], [-2.4216, 0.6023, 3.9283], [-3.8763, 0.7812, 4.6345], [-4.4068, -0.5682, 5.3052], [-3.5417, -1.2254, 6.2515], [-5.6617, -1.1662, 4.9989], [-5.8818, -2.5273, 5.4040], [-6.6621, -0.4122, 4.3114], [0.3395, 1.4509, 3.3085], [1.9415, 0.4255, 3.1142], [0.4890, -0.2412, 4.0299], [0.2276, -1.4628, 2.0254], [-2.5451, 1.9685, 1.5549], [-2.1332, 1.4073, -0.1349], [-0.4574, 2.9736, -0.2347], [0.5381, 2.2747, 1.1445], [-1.3732, 3.5861, 2.7537], [-1.6178, 4.5733, 1.1723], [-1.6752, 0.2437, 4.7337], [-2.0798, 1.6801, 3.6594], [-3.7085, 1.5374, 5.5019], [-4.6457, 1.2934, 3.9396], [0.4830, -3.2400, -3.6447], [1.6339, -2.7052, -2.7565], [1.3394, -1.2424, -2.3661], [1.5024, -0.2755, -3.5343], [2.8790, -0.4175, -4.1727], [3.2604, -1.8701, -4.5387], [2.9483, -2.8566, -3.4567], [3.9321, -2.7545, -2.5117], [2.5416, -2.2986, -5.8406], [4.7628, -1.8719, -4.9406], [1.5384, -3.5886, -1.4825], [-0.4197, -3.4184, -3.0517], [0.1735, -2.5494, -4.4274], [0.7528, -4.1937, -4.1107], [2.0084, -0.9279, -1.5565], [0.3225, -1.1553, -1.9688], [0.7191, -0.4357, -4.2818], [1.3719, 0.7511, -3.1753], [2.9257, 0.2184, -5.0640], [3.6182, -0.0100, -3.4715], [2.6982, -3.3626, -6.0446], [2.9304, -1.7470, -6.7028], [1.4714, -2.1029, -5.8361], [5.4054, -1.4598, -4.1583], [4.9285, -1.2537, -5.8283], [5.1106, -2.8835, -5.1744], [1.7083, -4.6434, -1.7222], [0.5444, -3.5090, -1.0294], [2.2488, -3.2933, -0.7051]]}


{"formula": "C4H11N3O", "method": "the ωB97M-V functional and the def2-TZVPD basis", "homo_lumo_gap_ha": 0.25163, "lumo_energy_ev": 0.7, "molar_mass_da": 117.152, "energy_ha": -398.329721, "fmax_ev_per_a": 4.1, "e_above_lowest_kj_mol": 589.3, "homo_ev": -6.12, "symbols": ["C", "C", "N", "C", "N", "N", "C", "O", "H", "H", "H", "H", "H", "H", "H", "H", "H", "H", "H"], "xyz": [[-0.3238, -1.0392, 0.7787], [-0.9919, 1.4692, 0.4041], [-0.7704, 0.1181, -0.0994], [0.9288, -0.3019, -0.1752], [-1.5052, -0.2373, -1.2661], [1.2050, -1.1971, -1.2353], [1.8602, 0.5737, 0.2783], [-0.3207, -0.6998, 2.1201], [-1.2299, -0.6298, 2.4418], [-0.9251, -1.9012, 0.4749], [-0.8639, -0.7411, -1.8849], [-1.7238, 0.6023, -1.7993], [1.1946, -2.1694, -0.9620], [2.0468, -0.9415, -1.7365], [-0.4603, 2.1719, -0.2460], [-0.6005, 1.5560, 1.4118], [-2.0607, 1.6661, 0.3932], [2.9041, 0.3850, 0.0769], [1.6366, 1.3158, 1.0249]]}


{"formula": "C10H11ClO2", "method": "the ωB97M-V functional and the def2-TZVPD basis", "homo_lumo_gap_ha": 0.34989, "lumo_energy_ev": 0.8, "molar_mass_da": 198.649, "energy_ha": -998.209881, "fmax_ev_per_a": 3.8, "e_above_lowest_kj_mol": 140.0, "homo_ev": -8.74, "symbols": ["C", "C", "C", "C", "C", "C", "C", "C", "C", "C", "O", "O", "Cl", "H", "H", "H", "H", "H", "H", "H", "H", "H", "H", "H"], "xyz": [[1.2146, -1.1621, 2.5441], [0.1782, -0.3442, 2.0897], [1.5111, -1.9639, 1.4671], [-0.0107, -0.5987, 0.7445], [-2.2083, 0.5028, 0.3032], [1.1375, 1.1321, -1.6853], [0.8764, 2.0538, -0.4521], [-0.2549, 1.1699, -1.0167], [-1.0771, -1.1814, -1.3353], [-0.8970, 0.0048, -0.2907], [-3.2400, -0.0468, 0.1458], [0.7900, -1.6442, 0.3828], [-1.5670, 2.0073, -1.8952], [1.5958, -1.1592, 3.5689], [-0.3060, 0.3363, 2.6349], [2.2183, -2.6945, 1.3181], [-2.0875, 1.5062, 0.7210], [1.4382, 1.5353, -2.6605], [1.8195, 0.2343, -1.5616], [1.5881, 1.6919, 0.2617], [0.7794, 3.0666, -0.5972], [-1.7619, -0.9468, -2.2347], [-0.0761, -1.6284, -1.5692], [-1.6608, -1.8710, -0.8833]]}


{"formula": "CH2N3O3P", "method": "the ωB97M-V functional and the def2-TZVPD basis", "homo_lumo_gap_ha": 0.34936, "lumo_energy_ev": -0.8, "molar_mass_da": 135.019, "energy_ha": -770.501416, "fmax_ev_per_a": 3.9, "e_above_lowest_kj_mol": 273.0, "homo_ev": -10.34, "symbols": ["C", "N", "N", "N", "O", "O", "O", "P", "H", "H"], "xyz": [[0.3360, 2.5041, -1.5822], [1.2955, 2.8968, -2.1157], [0.5342, -2.0903, 0.8869], [0.1453, -0.8200, 0.9443], [-0.3333, -0.4317, 1.9910], [0.3193, -0.1311, -0.0605], [-2.0701, 1.4413, -1.3819], [-1.0788, 2.0303, -0.5023], [0.3661, -2.8071, 0.1217], [0.4857, -2.5924, 1.6987]]}


{"formula": "C6H17NO2Si", "method": "the ωB97M-V functional and the def2-TZVPD basis", "homo_lumo_gap_ha": 0.37303, "lumo_energy_ev": 0.9, "molar_mass_da": 163.293, "energy_ha": -733.578691, "fmax_ev_per_a": 2.6, "e_above_lowest_kj_mol": 0.0, "homo_ev": -9.25, "symbols": ["O", "O", "N", "C", "C", "C", "C", "C", "C", "Si", "H", "H", "H", "H", "H", "H", "H", "H", "H", "H", "H", "H", "H", "H", "H", "H", "H"], "xyz": [[-2.1752, 0.6301, -0.0884], [-0.2050, -1.4177, -0.2419], [2.8228, 0.1875, -1.7669], [-3.3889, 0.0362, 0.1777], [-0.7170, -1.3684, -1.5435], [2.7175, -0.2195, -0.3895], [2.1819, 0.8587, 0.5191], [-1.0239, -0.2106, 2.2574], [0.7178, 1.2958, 0.1120], [-0.6422, 0.0276, 0.4785], [1.9336, 0.2922, -2.2250], [3.2227, 1.1789, -1.8726], [-3.9087, 0.4491, 1.0350], [-3.2251, -0.9804, 0.4414], [-4.1459, 0.0140, -0.5911], [-0.0531, -1.8783, -2.2128], [-1.5894, -1.9900, -1.5932], [-0.9964, -0.3554, -1.9456], [3.7327, -0.5824, -0.0367], [2.1061, -1.1750, -0.2738], [2.9095, 1.6773, 0.4993], [2.1023, 0.5915, 1.5991], [-1.0563, -1.2488, 2.4004], [-1.9818, 0.2311, 2.4815], [-0.3474, 0.2327, 2.9884], [0.4584, 2.1754, 0.7296], [0.5512, 1.5481, -0.9385]]}


{"formula": "C6H12", "method": "the ωB97M-V functional and the def2-TZVPD basis", "homo_lumo_gap_ha": 0.41958, "lumo_energy_ev": 1.3, "molar_mass_da": 84.162, "energy_ha": -235.777932, "fmax_ev_per_a": 0.2, "e_above_lowest_kj_mol": 105.8, "homo_ev": -10.11, "symbols": ["C", "C", "C", "C", "C", "C", "H", "H", "H", "H", "H", "H", "H", "H", "H", "H", "H", "H"], "xyz": [[2.1438, 0.2412, -0.0341], [1.1621, 0.3104, 1.1359], [-0.0968, -0.5481, 0.9326], [-1.2002, 0.1405, 0.1527], [-2.0434, -0.6091, -0.8396], [-1.0836, 0.4444, -1.3159], [1.6836, 0.5760, -0.9682], [2.4926, -0.7879, -0.1850], [3.0240, 0.8683, 0.1431], [1.6803, -0.0123, 2.0475], [0.8621, 1.3530, 1.3073], [-0.5044, -0.8365, 1.9106], [0.1811, -1.4876, 0.4331], [-1.7309, 0.8983, 0.7289], [-1.7765, -1.6444, -1.0393], [-3.1091, -0.4054, -0.8895], [-1.4868, 1.3887, -1.6718], [-0.1979, 0.1107, -1.8483]]}